Computed, not measured: a molecular structure, C43H105BLiN6O2, with the ωB97M-V functional and the def2-TZVPD basis.

Multiplicity: 1
Energy above the lowest of the compared OMol25 structures with the same formula, charge and spin in kJ/mol: 491.0
E_HOMO in eV: -2.6785
M in g/mol: 756.11
Net charge: -1
Gap between HOMO and LUMO in eV: 4.937

Structure (XYZ):
```
158
Properties=species:S:1:pos:R:3:lowdin_charge:R:1
Li -1.59845 -0.74438 2.27529 0.52
B -1.64649 -1.21331 4.45037 -0.43
H -0.90643 -0.99547 5.20477 -0.06
H -2.50422 -1.77700 4.78319 -0.07
H -2.00947 -0.30512 3.99464 -0.09
H -1.19175 -1.92430 3.77811 -0.07
C 1.92107 1.35027 -0.82122 -0.04
C 0.44795 0.97055 -0.39817 -0.41
C -0.43526 0.81203 -1.72536 -0.14
C 0.10411 -0.36547 -2.54498 -0.21
C -0.05672 -1.66072 -1.72101 -0.17
C 0.64682 -1.67867 -0.33414 -0.39
N 0.30648 -0.32351 0.30481 -0.21
O 0.36570 -0.30561 1.73308 -0.34
C 2.21070 -1.91928 -0.54906 -0.02
C -0.09458 -2.85406 0.41869 -0.04
C -0.25778 2.22527 0.31384 -0.01
H 2.43890 0.82076 -1.62095 0.05
H 2.57995 1.21142 0.03592 0.07
H 2.16716 2.35363 -1.16878 0.05
H -0.41905 1.72218 -2.32491 0.09
H -1.50051 0.60467 -1.62361 0.09
H 1.17612 -0.30504 -2.73273 0.07
H -0.50264 -0.44520 -3.44698 0.10
H 0.46331 -2.35978 -2.37600 0.10
H -1.10584 -1.94375 -1.80674 0.09
H 2.87144 -1.47212 0.19362 0.07
H 2.50812 -1.58027 -1.54138 0.05
H 2.60435 -2.92828 -0.42634 0.06
H -0.07623 -3.75986 -0.18736 0.07
H -1.09049 -2.51524 0.70409 0.02
H 0.24039 -3.02632 1.44154 0.08
H -1.26571 2.04518 0.68767 0.05
H -0.15216 3.11907 -0.30101 0.05
H 0.33269 2.52362 1.18012 0.05
C 3.70476 4.32908 -5.30530 -0.11
C 3.60543 2.86944 -5.39728 -0.31
N 2.53521 2.36841 -6.26999 -0.15
C 1.12007 2.64672 -5.83657 -0.22
C 0.19077 2.55027 -7.03920 -0.09
C 2.84877 0.96296 -6.59872 -0.26
C 2.77738 -0.07301 -5.46905 -0.08
H 3.73488 4.77115 -6.30118 0.08
H 4.52245 4.67183 -4.67127 0.08
H 2.81371 4.62102 -4.74952 0.05
H 4.54682 2.52160 -5.82261 0.11
H 3.63901 2.48648 -4.37732 0.11
H 0.72531 1.92638 -5.12005 0.10
H 1.15057 3.65247 -5.41748 0.10
H -0.78183 2.99375 -6.82593 0.07
H 0.65172 3.20894 -7.77524 0.07
H 0.09775 1.50821 -7.34508 0.07
H 3.85384 0.89123 -7.01440 0.10
H 2.17298 0.68459 -7.40736 0.10
H 1.72823 -0.13801 -5.18072 0.05
H 3.39042 0.30884 -4.65267 0.06
H 3.15609 -1.07750 -5.65794 0.07
C 0.72190 5.82266 -2.12421 -0.12
C 0.53439 6.92070 -1.11412 -0.24
N 1.83333 7.26008 -0.43533 -0.14
C 2.63152 6.05909 -0.05785 -0.26
C 3.53751 6.31048 1.14590 -0.10
C 2.62598 8.13018 -1.42225 -0.22
C 1.94854 9.51794 -1.56359 -0.10
H 1.54259 5.95573 -2.82910 0.05
H -0.18948 5.69795 -2.70897 0.08
H 1.00477 4.83070 -1.77193 0.05
H -0.06118 7.73837 -1.52009 0.11
H -0.10470 6.39321 -0.40601 0.11
H 1.95364 5.26509 0.25538 0.10
H 3.24803 5.59214 -0.82595 0.11
H 4.01009 5.43031 1.58187 0.05
H 4.31392 7.05379 0.96481 0.06
H 2.98750 6.75866 1.97338 0.07
H 2.83080 7.72727 -2.41412 0.10
H 3.55582 8.20156 -0.85797 0.09
H 2.67632 10.32820 -1.51982 0.06
H 1.27998 9.83116 -0.76170 0.07
H 1.44672 9.48783 -2.53074 0.06
C -3.52559 1.36208 2.04768 -0.06
C -4.11367 -0.06083 2.22444 -0.24
N -3.35269 -1.18763 1.56208 -0.21
C -3.91238 -2.50323 2.04758 -0.23
C -2.97559 -3.63288 1.78518 -0.10
C -3.38176 -1.12435 0.07299 -0.22
C -4.77056 -1.16129 -0.50548 -0.09
H -2.54949 1.42487 2.52870 0.06
H -4.19535 2.19264 2.27054 0.08
H -3.43665 1.56681 0.98078 0.05
H -4.24918 -0.28837 3.28178 0.11
H -5.13174 -0.13608 1.84237 0.09
H -3.83969 -2.39618 3.12987 0.09
H -4.93946 -2.73456 1.76527 0.12
H -2.99940 -3.90629 0.73028 0.05
H -1.93221 -3.61601 2.10006 0.06
H -3.28898 -4.46325 2.41793 0.08
H -2.88489 -2.06672 -0.15762 0.08
H -2.93269 -0.24088 -0.38080 0.10
H -5.32177 -2.08506 -0.32963 0.06
H -4.91932 -1.10127 -1.58361 0.07
H -5.39594 -0.32408 -0.19553 0.07
C -0.96459 -8.02019 3.70277 -0.09
C 0.10003 -8.47795 2.66474 -0.24
N 0.29891 -7.78262 1.36495 -0.19
C 0.62423 -6.36470 1.57068 -0.25
C 2.11220 -6.26142 1.97771 -0.07
C -0.87740 -7.94935 0.45326 -0.25
C -0.68366 -7.39668 -0.96912 -0.08
H -0.77514 -7.16097 4.34615 0.06
H -0.89810 -8.75064 4.50907 0.06
H -1.97510 -7.87934 3.31919 0.06
H 1.01444 -8.36465 3.24709 0.09
H 0.08734 -9.54927 2.46420 0.10
H 0.51036 -5.82308 0.63165 0.08
H -0.04272 -5.88194 2.28496 0.11
H 2.31098 -5.19642 1.85798 0.06
H 2.15185 -6.43596 3.05291 0.06
H 2.89133 -6.79020 1.42867 0.07
H -1.73931 -7.54823 0.98648 0.10
H -1.08605 -9.01806 0.50264 0.11
H -0.61799 -6.31484 -1.08495 0.06
H -1.46240 -7.80666 -1.61223 0.06
H 0.22135 -7.94190 -1.23703 0.08
C 2.87878 3.35661 3.31634 -0.10
C 1.56769 3.29058 4.01466 -0.27
N 1.55037 2.28423 5.11441 -0.14
C 2.19926 2.88490 6.34656 -0.23
C 2.59407 1.87226 7.42169 -0.10
C 0.13420 1.90016 5.27885 -0.23
C -0.78011 3.03497 5.86189 -0.09
H 2.76706 2.99464 2.29427 0.06
H 3.62175 2.66878 3.72005 0.08
H 3.40390 4.31157 3.33652 0.05
H 1.51666 4.26924 4.49186 0.09
H 0.70417 3.28522 3.34954 0.11
H 3.19037 3.24642 6.07249 0.10
H 1.51640 3.63985 6.73623 0.10
H 2.79468 2.48988 8.29713 0.06
H 1.76592 1.23562 7.73310 0.07
H 3.51607 1.29787 7.33173 0.07
H 0.03025 0.98750 5.86566 0.09
H -0.35332 1.59840 4.35183 0.09
H -0.55501 4.05417 5.54780 0.06
H -0.68695 3.07426 6.94719 0.05
H -1.80551 2.80452 5.57283 0.06
C -3.77811 -5.39659 -2.09646 -0.14
C -3.00606 -4.77762 -3.30601 -0.14
C -3.87152 -3.52296 -3.69764 -0.14
O -4.95743 -3.58133 -2.72464 -0.20
C -5.23071 -4.84913 -2.19333 -0.20
H -3.27594 -5.04410 -1.19553 0.08
H -3.69052 -6.48060 -2.02329 0.09
H -2.82909 -5.35526 -4.21326 0.10
H -1.99064 -4.45249 -3.07946 0.09
H -4.33062 -3.45696 -4.68403 0.11
H -3.29312 -2.61847 -3.50938 0.10
H -5.92144 -5.35410 -2.86862 0.11
H -5.63084 -4.84822 -1.17942 0.11
```